No. 1
The following is a quantum chemistry calculation of a cluster of 2 separate species, C4H6O5 in total in a non-equilibrium geometry, from the OMol25 dataset.

CARTESIAN COORDINATES (ANGSTROEM)
1 C -2.4166 -0.1413 -0.6394
2 C 2.0036 -0.5004 -0.8174
3 C -0.4271 0.1522 0.7506
4 C 2.2676 0.4925 -0.1317
5 O -1.0287 -0.3591 -0.4003
6 O 1.7512 -1.7463 -1.0811
7 O -1.1618 1.2277 1.1973
8 O 3.3320 1.1504 0.3344
9 O 0.1082 -0.5843 1.5552
10 H 1.1670 -2.1017 -0.3843
11 H -1.0731 1.2851 2.1580
12 H 3.9534 1.3636 -0.3737
13 H -2.7305 -0.6924 -1.5238
14 H -3.0883 -0.4564 0.1614
15 H -2.6570 0.9104 -0.8051

Force components x, y, z for each atom (eV/Å):
C -0.787 0.911 -0.074
C 0.603 1.237 1.698
C -4.884 -2.379 2.340
C 0.668 -1.836 -2.113
O 1.701 0.390 0.392
O -1.183 -0.461 -0.513
O 1.009 0.290 -1.026
O 0.048 1.455 0.798
O 1.011 0.990 -1.606
H 0.254 0.053 -0.050
H 0.424 -0.077 -0.109
H -0.243 -0.220 0.024
H 0.582 -0.118 -0.061
H 0.505 -0.244 0.390
H 0.291 0.009 -0.090

Values from the calculation:
ΔE to the lowest compared entry with this formula, charge and spin ... 562.61 kJ/mol
E_LUMO ... 0.370 eV
F_max ... 5.9 eV/A
SMILES string ... COC(=O)O.OC#CO
Net charge ... 0

=====

No. 2
The following is a quantum chemistry calculation of a cluster of 2 separate species, C4H6O5 in total in a non-equilibrium geometry, from the OMol25 dataset.

CARTESIAN COORDINATES (ANGSTROEM)
1 C 1.2258 1.9988 -1.5507
2 C 0.7918 -0.6867 -0.4434
3 C -1.1771 -1.2062 1.0421
4 C -0.7053 -0.3487 -0.1888
5 O 1.4218 2.9880 -1.0022
6 O 1.1030 1.0046 -2.0925
7 O 1.1470 -1.5391 -1.1990
8 O 1.6570 -0.0510 0.3990
9 O -0.9426 1.0525 0.0346
10 H -0.7596 -2.2202 0.9637
11 H -2.3193 -1.1978 1.1652
12 H -0.7614 -0.8049 1.9208
13 H -1.2976 -0.5842 -1.0284
14 H 1.1369 0.3906 1.1064
15 H -0.5206 1.2043 0.8731

Force components x, y, z for each atom (eV/Å):
C 0.515 0.966 0.458
C -0.996 -0.806 0.376
C -1.296 -0.149 -1.635
C 0.186 -0.041 1.503
O -0.012 1.141 0.627
O -0.468 -1.385 -1.650
O 0.102 0.254 0.316
O -0.478 0.155 0.467
O 0.327 -0.937 -0.279
H -0.505 0.156 -0.129
H 1.771 -0.116 -0.368
H 0.544 0.699 1.358
H -0.277 -0.472 -1.142
H 0.731 -0.287 -0.607
H -0.144 0.821 0.705

Values from the calculation:
ΔE to the lowest compared entry with this formula, charge and spin ... 64.44 kJ/mol
E_LUMO ... 0.213 eV
F_max ... 2.2 eV/A
SMILES string ... C[C@@H](O)C(=O)O.O=C=O
Net charge ... 0

=====

No. 3
The following is a quantum chemistry calculation of a structure of composition C4H6O5Sc in a non-equilibrium geometry, from the OMol25 dataset.

CARTESIAN COORDINATES (ANGSTROEM)
1 H -1.1067 1.2403 1.6567
2 O -0.4793 0.2536 -0.0652
3 O -2.9333 1.1678 -0.7836
4 C -1.4263 0.4537 0.9507
5 C -2.7463 0.8662 0.3688
6 H -1.5944 -0.4609 1.5457
7 H -3.5722 0.8646 1.1137
8 O 1.3616 1.1178 1.0784
9 C 0.8217 0.1268 0.3642
10 O 1.6204 0.0805 -0.8349
11 Sc 2.9723 1.4958 -0.1154
12 O 1.0388 -1.0059 1.0618
13 C 1.5251 -1.3231 -1.4231
14 H 0.6522 -1.9290 -1.1505
15 H 1.3756 -1.1358 -2.4933
16 H 2.4909 -1.8126 -1.2741

Force components x, y, z for each atom (eV/Å):
H -0.188 -0.074 -0.081
O -0.424 0.657 -0.116
O 0.219 -0.554 1.854
C 1.262 -0.376 0.537
C -0.999 0.623 -1.963
H -0.121 0.067 -0.229
H 0.023 0.130 -0.113
O 3.431 3.777 -1.431
C -0.023 -4.598 2.722
O 0.947 -0.077 -0.957
Sc -4.152 -2.203 1.878
O -0.798 1.737 -1.239
C 0.545 0.082 -2.255
H 0.360 0.708 0.905
H 0.322 0.121 0.209
H -0.403 -0.021 0.279

Values from the calculation:
ΔE to the lowest compared entry with this formula, charge and spin ... 0.00 kJ/mol
E_LUMO (alpha / beta) ... -11.041 / -12.082 eV
F_max ... 5.3 eV/A
Net charge ... +2
Spin multiplicity ... 2

=====

No. 4
The following is a quantum chemistry calculation of a structure of composition C4H6O7Rb in a non-equilibrium geometry, from the OMol25 dataset.

CARTESIAN COORDINATES (ANGSTROEM)
1 O -1.4708 -2.5156 1.8432
2 C -1.0097 -1.4894 2.4048
3 O -0.1826 -1.5387 3.3492
4 O -1.4576 -0.3113 1.9522
5 O -0.8983 3.2590 2.0925
6 C -1.5364 2.0544 1.7731
7 C -0.9636 0.8811 2.5599
8 Rb 0.1169 -6.1276 3.3630
9 H -1.3731 1.8660 0.7006
10 H -2.6204 2.1348 1.9512
11 H -1.2689 0.9187 3.6136
12 H 0.1347 0.8984 2.5156
13 C -1.4303 4.0497 3.4194
14 O -2.6879 4.0072 3.6159
15 O -0.6272 3.5692 4.4862
16 H -1.2337 3.4877 5.2335
17 O -0.8876 5.2804 3.0215
18 H -0.6753 5.0506 1.9810

Force components x, y, z for each atom (eV/Å):
O -0.470 -0.333 -0.649
C 0.856 -1.832 1.111
O 0.157 0.513 0.105
O -0.437 0.514 -0.511
O -0.284 -0.257 0.757
C -0.044 0.224 0.191
C 0.233 0.093 0.203
Rb -0.251 0.964 -0.204
H -0.064 -0.031 0.136
H 0.118 -0.012 -0.004
H 0.133 0.040 -0.233
H -0.263 0.024 0.062
C -1.231 -0.077 -0.573
O 1.021 -0.457 -0.155
O 0.278 -0.271 0.176
H -0.122 -0.047 -0.421
O 1.138 0.012 -3.889
H -0.768 0.932 3.896

Values from the calculation:
ΔE to the lowest compared entry with this formula, charge and spin ... 234.73 kJ/mol
E_LUMO ... -0.376 eV
F_max ... 4.1 eV/A
Net charge ... -1

=====

No. 5
The following is a quantum chemistry calculation of a structure of composition C4H6O7Tm in a non-equilibrium geometry, from the OMol25 dataset.

CARTESIAN COORDINATES (ANGSTROEM)
1 O 3.2359 0.7287 -1.1672
2 C 2.6435 -0.2361 -0.5944
3 O 3.3209 -1.2223 -0.1708
4 O 1.3645 -0.1151 -0.3556
5 O -1.4565 -0.2884 -0.1746
6 C -2.4587 0.6497 0.0303
7 O -3.0668 0.6151 1.1163
8 O -3.2155 0.5333 -1.1215
9 C -0.6039 -0.5420 0.9229
10 C 0.6972 -1.1167 0.4317
11 Tm 5.5188 -0.3437 -1.1523
12 H -4.0611 0.9619 -0.9510
13 H -1.1078 -1.2550 1.5915
14 H -0.3840 0.3550 1.5213
15 H 0.5330 -1.9964 -0.2030
16 H 1.3254 -1.3829 1.2894
17 O -1.4790 2.4352 -0.1809
18 H -0.8058 2.2197 -0.8323

Force components x, y, z for each atom (eV/Å):
O 1.087 -0.008 -0.749
C 1.138 0.330 0.723
O 1.015 -0.514 -0.388
O -0.086 0.398 -0.284
O 1.122 1.960 -0.664
C -4.515 -6.229 2.005
O 2.147 2.272 -1.495
O 1.379 1.688 -0.177
C -0.092 0.071 0.670
C -0.140 -0.680 0.045
Tm -3.198 0.198 0.675
H -0.092 0.056 0.199
H 0.273 0.081 -0.073
H -0.263 -0.063 -0.259
H 0.059 0.163 0.187
H -0.132 -0.017 -0.222
O -0.381 0.483 0.406
H 0.679 -0.190 -0.601

Values from the calculation:
E_LUMO (alpha / beta) ... -6.295 / -6.248 eV
F_max ... 8.0 eV/A
Net charge ... +1
Spin multiplicity ... 3

=====

No. 6
The following is a quantum chemistry calculation of the molecule C4H6OS in a non-equilibrium geometry, from the OMol25 dataset.

CARTESIAN COORDINATES (ANGSTROEM)
1 C 1.1982 0.7255 0.2496
2 C 0.0407 1.1646 -0.4745
3 C -1.2757 0.9293 0.2202
4 C -1.6071 -0.4704 0.2759
5 H 1.4585 1.2920 1.1236
6 H -0.0090 0.6034 -1.4508
7 H 0.1301 2.2476 -0.6436
8 H -1.9871 1.5357 -0.3686
9 H -1.2747 1.4122 1.2473
10 H -0.8753 -1.0359 0.8337
11 O -2.5121 -1.0947 -0.2063
12 S 2.0323 -0.7119 -0.0449

Force components x, y, z for each atom (eV/Å):
C 2.287 -3.542 0.412
C -0.205 0.089 -2.358
C -1.238 3.349 0.467
C -0.051 -2.079 0.604
H 0.320 0.349 0.394
H 0.148 0.823 0.722
H -0.038 -0.223 -0.203
H -0.150 -0.556 0.317
H 0.060 -0.830 -0.864
H 0.693 -0.493 0.570
O -0.629 0.624 -0.488
S -1.196 2.489 0.428

Values from the calculation:
ΔE to the lowest compared entry with this formula, charge and spin ... 174.13 kJ/mol
E_LUMO ... -0.758 eV
F_max ... 4.2 eV/A
SMILES string ... O=CCCC=S
Net charge ... 0

=====

No. 7
The following is a quantum chemistry calculation of the molecule C4H6OS in a non-equilibrium geometry, from the OMol25 dataset.

CARTESIAN COORDINATES (ANGSTROEM)
1 C -0.7566 0.0976 0.2849
2 C 0.1328 0.1754 -0.6541
3 C -1.5482 -0.4404 1.1625
4 C 1.4848 -0.4390 -0.6344
5 O -1.3785 2.1214 -0.9211
6 S -0.1694 1.4294 -1.9391
7 H -1.5168 -0.2255 2.2183
8 H -1.3571 3.0454 -1.2321
9 H -1.9370 -1.4787 1.0134
10 H 1.3932 -1.3826 -0.1458
11 H 1.7890 -0.6904 -1.7303
12 H 2.2296 0.3697 -0.1773

Force components x, y, z for each atom (eV/Å):
C 0.051 -1.478 0.265
C -0.032 1.761 -1.218
C 0.351 -1.778 0.762
C 1.448 1.547 -1.726
O 0.552 0.913 -1.736
S -0.617 -0.662 1.790
H -0.288 0.818 0.125
H -0.350 -0.201 0.459
H -0.137 1.136 -0.454
H 0.547 -0.477 0.801
H -0.242 0.605 1.836
H -1.283 -2.183 -0.906

Values from the calculation:
ΔE to the lowest compared entry with this formula, charge and spin ... 347.77 kJ/mol
E_LUMO ... 0.322 eV
F_max ... 2.7 eV/A
SMILES string ... C=C=C(C)SO
Net charge ... 0

=====

No. 8
The following is a quantum chemistry calculation of a structure of composition C4H6OS in a non-equilibrium geometry, from the OMol25 dataset.

CARTESIAN COORDINATES (ANGSTROEM)
1 C 1.0909 1.5407 0.5291
2 C 0.8449 0.4629 -0.6860
3 C 0.5928 -1.2890 0.6418
4 C -0.3820 -0.1986 0.1281
5 H 2.3097 1.5487 0.8321
6 H -0.0104 1.2889 1.5912
7 H 0.6519 2.5064 -0.1697
8 H 0.6579 0.8789 -1.8200
9 H 0.5019 -2.6397 0.5205
10 H 1.0398 -0.9466 1.7644
11 O 1.5822 -0.8130 -0.6049
12 S -1.9180 0.0482 -0.0974

Force components x, y, z for each atom (eV/Å):
C -0.636 1.130 -1.707
C -2.072 -0.985 1.970
C 2.629 -1.293 -0.311
C 2.264 -0.897 -3.085
H -3.731 0.347 -0.424
H 3.921 0.978 -2.946
H 1.526 -2.072 2.899
H 0.683 -1.026 3.110
H -0.197 4.673 0.486
H -0.963 -1.217 -3.309
O -1.971 0.502 2.858
S -1.452 -0.140 0.460

Values from the calculation:
ΔE to the lowest compared entry with this formula, charge and spin ... 753.80 kJ/mol
E_LUMO ... -0.232 eV
F_max ... 5.0 eV/A
Net charge ... 0

=====

No. 9
The following is a quantum chemistry calculation of the molecule C4H6OS in a non-equilibrium geometry, from the OMol25 dataset.

CARTESIAN COORDINATES (ANGSTROEM)
1 C 0.7311 0.5365 0.7017
2 C -0.6160 0.4953 -0.1429
3 C -1.0348 -1.0168 -0.2971
4 C -0.1779 -0.1620 -1.3265
5 H 1.8826 0.9346 2.6383
6 H -1.4298 1.0608 0.1643
7 H -0.3140 -1.7464 0.1714
8 H -2.1659 -1.1947 -0.5380
9 H 1.1140 -0.2581 -1.1375
10 H -0.3496 -0.0040 -2.6325
11 O 1.5940 -0.3089 0.2542
12 S 0.7663 1.6637 2.1446

Force components x, y, z for each atom (eV/Å):
C 0.327 -2.490 -1.525
C 2.439 -1.198 2.404
C 1.295 0.547 -1.892
C 1.404 -1.333 -6.022
H -1.235 1.177 -0.341
H -1.041 1.661 -0.043
H -1.637 0.598 -0.189
H 2.543 0.168 0.635
H -4.526 -0.493 -1.542
H -0.418 -0.159 4.420
O -1.029 4.182 5.023
S 1.878 -2.658 -0.928

Values from the calculation:
ΔE to the lowest compared entry with this formula, charge and spin ... 461.04 kJ/mol
E_LUMO ... 0.416 eV
F_max ... 6.6 eV/A
SMILES string ... O=C(S)C1CC1
Net charge ... 0

=====

No. 10
The following is a quantum chemistry calculation of the molecule C4H6OS3 in a non-equilibrium geometry, from the OMol25 dataset.

CARTESIAN COORDINATES (ANGSTROEM)
1 C 1.2507 -0.1093 -0.6826
2 C 0.0603 -0.2910 0.0672
3 C -1.0777 0.7166 -0.0049
4 C -2.4054 0.2905 0.3109
5 H 2.9392 -1.2193 -1.2967
6 H 1.9592 0.6549 -0.2436
7 H 0.9114 0.1140 -1.7495
8 H -0.3170 -1.3783 -0.0649
9 H 0.8107 0.7649 1.8797
10 H -3.0780 1.0835 0.6156
11 O 1.9968 -1.2901 -0.6908
12 S 0.5900 -0.5224 1.7590
13 S -0.5243 2.3376 0.1101
14 S -3.1161 -1.1516 -0.0095

Force components x, y, z for each atom (eV/Å):
C 3.000 1.946 -3.748
C -3.112 -3.177 1.508
C 3.819 2.033 1.552
C -2.224 -0.549 -0.997
H -4.361 0.121 2.658
H -1.314 -0.013 -0.744
H 0.759 0.327 0.983
H 0.208 1.679 -0.611
H 0.300 0.846 0.484
H 0.144 0.209 0.302
O 4.070 -1.453 -2.402
S -0.481 -0.449 1.394
S -1.720 -2.254 -0.688
S 0.914 0.735 0.308

Values from the calculation:
ΔE to the lowest compared entry with this formula, charge and spin ... 274.57 kJ/mol
E_LUMO ... -2.528 eV
F_max ... 5.2 eV/A
SMILES string ... OC[C@@H](S)C(=S)C=S
Net charge ... 0

=====

| no. | energy (Eh) |
| --- | --- |
| 1 | -532.051169 |
| 2 | -532.240914 |
| 3 | -1292.081624 |
| 4 | -706.770927 |
| 5 | -1767.527579 |
| 6 | -629.380843 |
| 7 | -629.314709 |
| 8 | -629.160062 |
| 9 | -629.271565 |
| 10 | -1425.699384 |